Density functional theory data (the ωB97M-V functional and the def2-TZVPD basis) for one molecule with the formula C2H2S4 at a distorted geometry.

CARTESIAN COORDINATES (ANGSTROEM)
C -0.9134 -0.2254 -0.7113
C 0.4513 0.3174 -0.0012
H -1.7360 -0.7468 1.8591
H 2.7419 0.4716 0.0051
S -2.2040 -0.4931 0.4816
S -0.8500 -0.3602 -2.2702
S 1.9015 0.6731 -0.9988
S 0.6088 0.3633 1.6357

Forces on the atoms, in the same order (eV/Å):
C 2.939 1.280 3.898
C -0.012 -0.792 0.961
H 0.148 0.687 -2.718
H 0.130 0.162 0.373
S -0.784 -0.739 0.562
S -0.933 -0.336 -1.657
S -1.445 -0.357 -0.480
S -0.043 0.095 -0.940

ΔE to the lowest compared entry with this formula, charge and spin: 27.0 kcal per mole
E_LUMO: -1.7 eV
Structure (SMILES): S=C(S)C(=S)S
Highest occupied orbital energy: -8.8 eV
HOMO-LUMO gap: 7.10 eV